{"formula": "C32H34BeN4O2P2", "method": "ωB97M-V with the def2-TZVPD basis set", "e_lumo_ev": 0.3275, "homo_lumo_gap_ha": 0.26276, "spin_multiplicity": 1, "e_homo_ev": -6.8, "elements": ["Be", "N", "N", "C", "O", "O", "H", "H", "H", "C", "N", "P", "C", "C", "C", "C", "C", "C", "C", "C", "C", "C", "C", "C", "P", "C", "C", "C", "C", "C", "C", "C", "C", "C", "C", "C", "C", "H", "H", "H", "H", "H", "H", "H", "H", "H", "H", "H", "H", "H", "H", "H", "H", "H", "H", "H", "H", "H", "H", "H", "C", "C", "C", "C", "C", "C", "N", "H", "H", "H", "H", "H", "H", "H", "H"], "coordinates": [[1.39699, -0.26867, 0.64635], [1.93479, 0.89560, 2.87212], [2.42629, 2.03996, 2.25465], [2.41559, 2.14472, 0.86692], [2.91642, 3.11803, 0.33903], [1.79696, 1.17603, 0.21778], [1.31428, 1.15060, 3.62543], [2.66966, 0.28805, 3.21153], [3.07982, 2.63147, 2.73468], [-2.49417, 0.36996, -1.21094], [-1.18136, 0.19067, -0.58580], [0.18096, -0.40755, -1.43599], [-0.50176, -1.73890, -2.47351], [-0.83470, -1.59438, -3.81773], [-1.30419, -2.68493, -4.53996], [-1.43486, -3.92473, -3.92700], [-1.08991, -4.08176, -2.59005], [-0.61537, -2.99546, -1.86995], [0.61604, 0.86972, -2.65406], [-0.13698, 2.01097, -2.90331], [0.34808, 2.99719, -3.75506], [1.58455, 2.84701, -4.36522], [2.33418, 1.69969, -4.13636], [1.85372, 0.72036, -3.28235], [-0.88691, 0.26664, 1.09639], [-2.43854, -0.37445, 1.83883], [-2.39334, -1.51008, 2.64674], [-3.54464, -1.99567, 3.25949], [-4.75466, -1.35163, 3.06400], [-4.80834, -0.20458, 2.27835], [-3.65901, 0.28785, 1.68332], [-1.01872, 2.03078, 1.56395], [-1.44541, 2.38593, 2.84471], [-1.46818, 3.71723, 3.23283], [-1.05698, 4.70824, 2.34869], [-0.60575, 4.36025, 1.08404], [-0.58176, 3.02741, 0.69467], [-2.41222, 0.19567, -2.28142], [-2.87393, 1.38373, -1.05527], [-3.22076, -0.33662, -0.81139], [-0.72234, -0.63082, -4.30265], [-1.56182, -2.56842, -5.58588], [-1.79876, -4.77249, -4.49608], [-1.17318, -5.05405, -2.11865], [-0.31199, -3.11866, -0.83397], [-1.10505, 2.14266, -2.43635], [-0.23959, 3.89069, -3.93033], [1.96688, 3.62592, -5.01327], [3.30314, 1.58202, -4.60652], [2.44857, -0.16853, -3.08831], [-1.45276, -2.01626, 2.80634], [-3.48839, -2.87437, 3.88889], [-5.65488, -1.73095, 3.53272], [-5.74954, 0.31321, 2.13761], [-3.70940, 1.20860, 1.11453], [-1.77591, 1.62359, 3.54105], [-1.80316, 3.98391, 4.22719], [-1.08640, 5.74817, 2.65030], [-0.24990, 5.12239, 0.40130], [-0.19478, 2.76163, -0.28115], [0.75635, -3.03899, 2.11887], [2.10243, -2.74799, 1.53351], [3.21992, -3.54584, 1.51827], [4.24638, -2.80179, 0.86781], [3.70360, -1.58846, 0.51903], [4.38136, -0.43514, -0.16720], [2.38357, -1.53973, 0.92813], [0.69303, -4.08425, 2.42211], [-0.04498, -2.84522, 1.39616], [0.56548, -2.41907, 3.00320], [3.28993, -4.54837, 1.91868], [5.25947, -3.12105, 0.66283], [5.29053, -0.78332, -0.65579], [4.66664, 0.35504, 0.53606], [3.73967, 0.03162, -0.91757]], "atomic_forces_ev_per_a": [[0.6, 0.2, 0.2], [-0.1, -0.2, -0.1], [-0.1, -0.2, -0.4], [-0.2, 0.0, -0.2], [0.0, -0.2, 0.1], [0.2, 0.2, 0.5], [-0.1, 0.0, 0.1], [0.1, -0.1, 0.0], [0.1, 0.1, 0.0], [0.1, 0.2, 0.0], [-0.1, -0.1, -0.1], [-0.5, 0.2, 0.0], [0.2, -0.3, 0.1], [-0.1, 0.0, 0.0], [0.0, 0.0, 0.0], [0.0, 0.1, 0.0], [0.0, 0.0, 0.0], [0.0, 0.0, 0.0], [0.2, 0.0, 0.0], [0.0, 0.0, 0.0], [0.0, 0.0, 0.0], [0.0, 0.0, 0.0], [0.0, 0.0, 0.0], [0.0, 0.0, 0.0], [-0.4, 0.1, -0.4], [0.2, -0.1, 0.3], [-0.1, 0.0, -0.1], [0.0, 0.0, -0.1], [0.0, 0.0, 0.0], [0.0, 0.0, 0.0], [0.0, 0.0, 0.0], [0.0, 0.0, 0.0], [0.0, 0.0, 0.0], [0.1, 0.0, 0.0], [0.0, 0.0, 0.0], [0.0, 0.0, 0.0], [0.0, 0.0, 0.0], [0.0, 0.0, 0.0], [0.0, 0.0, 0.0], [0.0, 0.0, 0.0], [0.0, 0.0, 0.0], [0.0, 0.0, 0.0], [0.0, 0.0, 0.0], [0.0, 0.1, 0.0], [0.0, 0.0, -0.1], [0.1, 0.0, 0.0], [0.0, 0.0, 0.0], [0.0, 0.0, 0.0], [0.0, 0.0, 0.0], [0.0, 0.1, 0.0], [0.0, 0.0, 0.0], [0.0, 0.0, 0.0], [0.0, 0.0, 0.0], [0.0, 0.0, 0.0], [0.0, 0.0, 0.0], [0.0, 0.0, 0.0], [0.0, 0.0, 0.0], [0.0, 0.0, 0.0], [0.0, 0.0, 0.0], [0.0, 0.0, 0.0], [0.2, 0.1, -0.1], [0.1, 0.0, 0.0], [0.0, 0.0, -0.1], [-0.1, 0.0, 0.0], [0.1, 0.1, 0.0], [-0.1, -0.1, 0.1], [-0.2, 0.1, 0.1], [0.0, 0.0, 0.0], [0.0, 0.0, 0.1], [0.0, 0.0, 0.0], [0.0, 0.1, 0.0], [-0.1, 0.0, 0.0], [0.0, 0.0, 0.0], [0.0, 0.0, 0.0], [0.1, 0.0, 0.0]], "lowdin_charge": [0.043, 0.035, 0.004, -0.662, 0.058, -0.148, 0.083, 0.097, 0.139, -0.134, -0.481, 1.064, -0.336, -0.085, -0.077, -0.083, -0.076, -0.082, -0.356, -0.093, -0.072, -0.078, -0.068, -0.092, 1.061, -0.337, -0.083, -0.073, -0.079, -0.071, -0.111, -0.340, -0.104, -0.081, -0.078, -0.059, -0.086, 0.072, 0.080, 0.078, 0.104, 0.104, 0.104, 0.106, 0.090, 0.085, 0.104, 0.104, 0.107, 0.111, 0.061, 0.106, 0.105, 0.107, 0.105, 0.106, 0.103, 0.103, 0.112, 0.089, -0.068, -0.371, -0.078, -0.077, -0.345, -0.035, -0.003, 0.081, 0.037, 0.065, 0.090, 0.091, 0.076, 0.077, 0.053]}

=====

{"formula": "C40H60N9O7", "method": "ωB97M-V with the def2-TZVPD basis set", "e_lumo_ev": -3.2123, "homo_lumo_gap_ha": 0.23912, "total_charge": 1, "spin_multiplicity": 1, "e_homo_ev": -9.7, "elements": ["C", "C", "O", "C", "C", "O", "C", "N", "C", "C", "C", "C", "C", "C", "C", "O", "C", "O", "C", "C", "O", "N", "C", "O", "N", "O", "H", "H", "H", "H", "H", "H", "H", "H", "H", "H", "H", "H", "H", "H", "H", "H", "H", "H", "H", "H", "H", "H", "H", "H", "H", "H", "H", "H", "H", "H", "N", "C", "C", "C", "C", "H", "H", "H", "H", "H", "N", "C", "C", "C", "C", "H", "H", "H", "H", "H", "N", "C", "C", "C", "C", "H", "H", "H", "H", "H", "N", "C", "C", "C", "C", "H", "H", "H", "H", "H", "N", "C", "C", "C", "C", "H", "H", "H", "H", "H", "N", "C", "C", "C", "C", "H", "H", "H", "H", "H"], "coordinates": [[-1.83992, -2.93560, -0.35523], [-3.01213, -1.96265, -0.15461], [-2.64528, -0.64160, -0.53401], [-2.83425, -0.39659, -1.90403], [-1.76359, 0.58659, -2.40334], [-1.30453, 1.36310, -1.27778], [-0.06304, 1.51048, -0.90077], [0.12864, 2.20301, 0.21519], [1.46256, 2.28225, 0.55616], [1.93634, 2.96767, 1.80048], [0.71945, 3.15564, 2.73654], [2.55876, 4.37572, 1.59207], [3.14734, 4.69093, 0.22986], [2.11192, 1.60731, -0.40170], [3.58589, 1.38744, -0.45940], [3.94607, 0.17628, -1.10651], [5.08045, -0.46357, -0.51202], [5.97845, -0.88964, -1.47512], [5.48783, -1.83550, -2.38078], [5.25267, -1.24892, -3.79556], [5.58595, 0.13347, -3.82754], [1.15928, 1.12130, -1.29983], [1.38838, 0.31321, -2.48329], [0.89948, -0.98322, -2.23699], [1.95744, -1.83922, -1.70802], [1.71954, -2.16749, -0.63102], [-2.11689, -3.79327, -0.95671], [-1.45368, -3.28656, 0.59434], [-1.04714, -2.38897, -0.84760], [-3.88380, -2.30745, -0.70098], [-3.29266, -1.98102, 0.89066], [-2.68568, -1.33357, -2.44014], [-3.84081, -0.05529, -2.14020], [-2.25589, 1.26398, -3.08744], [-1.02888, 0.02984, -2.96410], [-0.67956, 2.57056, 0.69118], [2.62328, 2.31341, 2.32212], [0.45081, 2.22341, 3.21695], [1.00077, 3.87043, 3.49724], [-0.11710, 3.60232, 2.21382], [1.85862, 5.14847, 1.88000], [3.37687, 4.45637, 2.30134], [2.39462, 4.80003, -0.54249], [3.62671, 5.66216, 0.30245], [3.92414, 4.00290, -0.05998], [4.05402, 2.20251, -1.00768], [3.95061, 1.38125, 0.56295], [5.63141, 0.21628, 0.12565], [4.70640, -1.33676, 0.02742], [4.56592, -2.30212, -2.05452], [6.20917, -2.63603, -2.49386], [4.21449, -1.41989, -4.09126], [5.86939, -1.76841, -4.52376], [5.03474, 0.56163, -4.48240], [0.81802, 0.71895, -3.30597], [2.42380, 0.27824, -2.80001], [-5.52539, 0.03680, 1.79443], [-5.34823, -0.60060, 2.99371], [-6.55798, -1.10916, 3.38104], [-7.50269, -0.76863, 2.37511], [-6.83581, -0.06420, 1.41014], [-4.80471, 0.50485, 1.27723], [-4.38094, -0.63579, 3.46579], [-6.74689, -1.66369, 4.28451], [-8.55113, -1.01352, 2.36333], [-7.17882, 0.37241, 0.48786], [2.99086, 1.14147, -6.74802], [2.22251, 2.15109, -7.27678], [2.61231, 2.33637, -8.57385], [3.65488, 1.40564, -8.84168], [3.86497, 0.68286, -7.70084], [2.92144, 0.79476, -5.81088], [1.46960, 2.64314, -6.68385], [2.19804, 3.05734, -9.25783], [4.18708, 1.28241, -9.76915], [4.55559, -0.11429, -7.48401], [-0.02773, -0.31996, -6.87585], [0.17902, -1.09068, -5.76664], [-0.98699, -1.75904, -5.48968], [-1.93262, -1.37652, -6.47823], [-1.30766, -0.49118, -7.31850], [0.66117, 0.27923, -7.30016], [1.13533, -1.10188, -5.26879], [-1.14120, -2.44781, -4.67445], [-2.95093, -1.71564, -6.56553], [-1.66492, 0.02865, -8.19054], [-2.13149, 4.76898, 5.68650], [-2.38002, 3.84036, 6.66281], [-3.12031, 2.83187, 6.10678], [-3.32677, 3.16336, 4.74100], [-2.70286, 4.36108, 4.51217], [-1.61312, 5.61770, 5.81447], [-2.01126, 3.97817, 7.66477], [-3.47637, 1.95434, 6.61975], [-3.87256, 2.58729, 4.01205], [-2.61992, 4.95680, 3.61874], [-0.76840, 0.21389, 7.81336], [-1.01150, -0.71708, 8.78736], [-1.74885, -1.72539, 8.22953], [-1.95706, -1.39165, 6.86308], [-1.33865, -0.19148, 6.63795], [-0.25329, 1.06401, 7.94204], [-0.64126, -0.58121, 9.78875], [-2.10118, -2.60442, 8.74188], [-2.49959, -1.96768, 6.13221], [-1.25756, 0.40903, 5.74828], [-0.06522, -6.97386, 3.82680], [0.82001, -6.30333, 3.02968], [0.11958, -5.77446, 1.97877], [-1.24391, -6.13987, 2.15319], [-1.32432, -6.87743, 3.30270], [0.17301, -7.46405, 4.66863], [1.86666, -6.26156, 3.27692], [0.53709, -5.19149, 1.17422], [-2.06962, -5.88992, 1.50795], [-2.16481, -7.34019, 3.78998]], "atomic_forces_ev_per_a": [[-0.3, 0.2, 0.0], [0.4, -0.8, 0.1], [-0.4, 0.3, 0.4], [0.5, -0.5, 0.1], [-1.2, -0.4, -0.3], [0.8, 0.0, -0.7], [0.1, 0.2, 0.9], [-1.0, 0.3, -0.1], [0.1, 0.1, 0.4], [-1.3, 0.8, 0.2], [0.8, -0.1, 0.1], [0.7, -0.5, -0.2], [-0.1, 0.7, 0.3], [0.4, -0.4, 0.3], [0.3, -0.3, -0.9], [-0.3, 0.1, 0.5], [0.1, -0.7, -0.8], [0.0, 0.4, 0.4], [0.0, -0.3, -0.9], [0.0, 0.3, 0.0], [-0.3, -0.1, 0.2], [-0.1, -0.1, -1.2], [-0.3, -0.8, -0.5], [-0.6, 0.3, -0.1], [0.8, -0.2, 0.4], [-0.2, -0.2, -0.3], [0.0, -0.2, -0.1], [0.1, -0.1, 0.2], [0.3, 0.0, -0.2], [-0.3, 0.2, -0.2], [-0.1, 0.5, 0.2], [0.0, -0.1, -0.3], [-0.2, 0.2, 0.2], [0.2, 0.4, -0.1], [0.6, 0.1, 0.3], [0.2, 0.1, 0.3], [0.4, -0.1, -0.1], [-0.4, -0.1, 0.0], [0.0, 0.0, 0.4], [-0.3, 0.1, 0.0], [-0.4, 0.1, -0.1], [0.1, 0.0, 0.3], [-0.1, -0.3, -0.3], [0.1, 0.2, -0.1], [0.1, -0.3, -0.2], [0.2, 0.2, 0.0], [0.0, 0.2, 0.2], [0.0, 0.2, 0.2], [-0.1, 0.0, 0.3], [-0.3, 0.0, 0.4], [0.3, -0.1, 0.3], [-0.2, 0.1, 0.0], [0.1, -0.2, -0.1], [0.1, 0.1, -0.2], [-0.3, 0.1, -0.2], [0.3, 0.2, 0.5], [0.0, 0.0, 0.0], [0.1, 0.0, 0.0], [0.0, 0.0, 0.0], [0.0, 0.0, 0.0], [0.0, 0.0, 0.0], [0.0, 0.0, 0.0], [0.0, 0.0, 0.0], [0.0, 0.0, 0.0], [0.0, 0.0, 0.0], [0.0, 0.0, 0.0], [0.0, 0.0, 0.0], [0.0, 0.0, 0.1], [0.0, -0.1, 0.0], [0.0, 0.0, 0.0], [0.0, 0.0, 0.1], [0.0, 0.0, 0.0], [0.0, 0.1, 0.0], [0.0, 0.0, 0.0], [0.0, 0.0, 0.0], [0.0, 0.0, 0.0], [0.0, 0.0, 0.0], [0.1, 0.2, 0.1], [0.0, 0.1, 0.1], [0.0, 0.0, 0.0], [0.0, 0.0, 0.0], [0.0, 0.0, -0.1], [0.0, -0.1, 0.0], [0.0, 0.0, 0.0], [0.0, 0.0, 0.0], [0.0, 0.0, 0.0], [0.0, -0.1, 0.0], [0.1, 0.0, 0.0], [0.0, 0.0, 0.0], [0.1, -0.1, -0.1], [0.1, 0.1, 0.0], [0.0, 0.0, 0.0], [0.0, 0.0, 0.0], [0.0, 0.0, 0.0], [-0.1, 0.0, 0.0], [-0.1, 0.0, 0.0], [0.0, -0.1, 0.0], [0.0, 0.1, 0.0], [0.0, 0.0, 0.0], [0.0, 0.0, 0.0], [0.0, 0.0, 0.0], [0.0, 0.0, 0.0], [0.0, 0.0, 0.0], [0.0, 0.0, 0.0], [0.0, 0.0, 0.0], [0.0, 0.0, 0.0], [0.0, 0.1, 0.0], [0.0, 0.0, 0.0], [0.0, 0.0, 0.0], [0.0, 0.1, -0.1], [0.0, 0.0, 0.1], [0.0, 0.0, 0.0], [0.0, 0.0, 0.0], [0.0, 0.0, 0.0], [0.0, 0.0, 0.0], [0.0, 0.0, 0.0]], "lowdin_charge": [-0.045, -0.237, -0.154, -0.170, -0.072, 0.099, -0.254, 0.232, -0.133, -0.264, -0.051, -0.196, -0.087, -0.085, -0.107, -0.126, -0.204, -0.068, -0.174, -0.208, -0.051, 0.136, -0.140, -0.110, 0.041, 0.137, 0.079, 0.064, 0.047, 0.119, 0.108, 0.123, 0.132, 0.137, 0.088, 0.175, 0.142, 0.090, 0.086, 0.069, 0.108, 0.118, 0.081, 0.082, 0.055, 0.132, 0.133, 0.142, 0.142, 0.100, 0.125, 0.100, 0.112, 0.061, 0.127, 0.130, -0.002, -0.155, -0.105, -0.106, -0.143, 0.129, 0.101, 0.093, 0.093, 0.104, -0.013, -0.168, -0.093, -0.089, -0.128, 0.115, 0.109, 0.099, 0.099, 0.110, 0.021, -0.160, -0.117, -0.101, -0.121, 0.108, 0.091, 0.091, 0.094, 0.113, 0.003, -0.136, -0.114, -0.111, -0.158, 0.142, 0.107, 0.094, 0.083, 0.100, 0.004, -0.139, -0.108, -0.111, -0.165, 0.138, 0.106, 0.091, 0.087, 0.094, 0.006, -0.143, -0.123, -0.120, -0.137, 0.146, 0.105, 0.079, 0.084, 0.108]}

=====

{"formula": "C4H13N2", "method": "ωB97M-V with the def2-TZVPD basis set", "e_lumo_ev": -3.6542, "homo_lumo_gap_ha": 0.33763, "total_charge": 1, "spin_multiplicity": 1, "smiles": "CNC[C@@H](C)[NH3+]", "e_homo_ev": -12.8, "relative_energy_ev": 1.844, "elements": ["C", "N", "C", "C", "C", "N", "H", "H", "H", "H", "H", "H", "H", "H", "H", "H", "H", "H", "H"], "coordinates": [[-1.41731, 0.42256, -2.30287], [-1.29127, 0.30524, -0.87677], [-0.24858, -0.58295, -0.37398], [0.56370, 0.19077, 0.65371], [0.03705, 0.05246, 2.08933], [2.05174, -0.24543, 0.77337], [-2.01598, 1.26189, -2.65548], [-0.43556, 0.85423, -2.60840], [-1.65044, -0.53156, -2.83767], [-2.11646, 0.01011, -0.36786], [0.25564, -1.01948, -1.25344], [-0.61902, -1.51480, 0.05428], [0.54132, 1.25500, 0.35688], [0.10686, -1.01951, 2.35102], [-0.99697, 0.30085, 2.35965], [0.73997, 0.50960, 2.77908], [2.24857, -1.03415, 1.42326], [2.34049, -0.61963, -0.13478], [2.72418, 0.46418, 1.06352]], "atomic_forces_ev_per_a": [[1.5, 0.3, -1.0], [-0.6, -0.6, 1.9], [0.1, -0.6, -1.3], [-0.2, 0.9, 1.1], [0.4, -1.4, 0.4], [0.2, -1.2, -0.5], [-0.8, -0.4, 0.5], [-0.3, -0.9, -0.3], [0.2, 0.8, 0.2], [-0.4, 0.5, -0.6], [0.8, 0.7, 0.3], [-0.4, 0.1, 0.5], [0.4, -0.6, 0.0], [-0.1, 0.1, -0.2], [0.4, 0.5, -0.7], [-0.2, 0.6, 0.2], [-0.8, 0.4, -0.2], [0.2, 0.3, -0.1], [-0.3, 0.5, -0.2]], "nbo_charge": [-0.426, -0.628, -0.271, -0.045, -0.636, -0.691, 0.235, 0.194, 0.189, 0.373, 0.214, 0.207, 0.253, 0.208, 0.271, 0.221, 0.440, 0.443, 0.449]}

=====

| no. | DFT total energy (eV) |
| --- | --- |
| 1 | -62774.35263 |
| 2 | -70183.73490 |
| 3 | -7331.64313 |